(1)
{"formula": "C3H2N2O", "method": "ωB97M-V/def2-TZVPD", "symbols": ["O", "C", "N", "C", "C", "N", "H", "H"], "coordinates": [[-2.3734, 0.9146, 1.0418], [-1.2580, 0.6747, 0.9611], [-0.1385, 0.2993, 1.0699], [0.8193, -0.2458, 0.1821], [0.4279, -0.5040, -1.1931], [1.1248, 0.5555, -1.0881], [1.6803, -0.4794, 0.8064], [-0.2824, -1.2149, -1.7801]], "forces_ev_per_angstrom": [[-2.396, 1.082, -0.159], [0.137, -0.772, 0.384], [1.572, 0.022, 0.024], [0.348, 1.008, 0.117], [-0.092, -0.984, 0.474], [-1.309, -1.214, -0.468], [0.055, -0.848, -0.922], [1.685, 1.706, 0.550]], "mulliken_charge": [-0.390, 0.499, -0.342, 0.075, -0.087, -0.450, 0.428, 0.268], "total_energy_ha": -300.1802, "homo_ev": -9.73, "lumo_ha": 0.024, "smiles": "O=C=N[C@H]1C=N1", "de_lowest_kcal_mol": 32.1, "gap_ha": 0.3818}



(2)
{"formula": "C3H2N2O2", "method": "ωB97M-V/def2-TZVPD", "symbols": ["N", "C", "O", "C", "O", "C", "N", "H", "H"], "coordinates": [[0.4252, 1.1037, -1.0463], [0.3179, -0.0993, -0.7458], [-0.1674, -0.7195, 0.3809], [-0.6270, -0.0106, 1.4467], [-0.6935, 1.1803, 1.5325], [0.2538, -1.2637, -1.9878], [1.3432, -1.1911, -1.4951], [0.0779, 1.7185, -0.3124], [-0.9300, -0.7182, 2.2273]], "forces_ev_per_angstrom": [[0.073, -0.396, 0.073], [0.262, 0.820, 0.365], [0.085, -0.167, -0.016], [-0.085, 0.522, 0.156], [0.049, -0.447, -0.066], [0.660, -0.498, -0.283], [-0.975, 0.174, -0.131], [-0.096, -0.019, 0.005], [0.026, 0.012, -0.104]], "mulliken_charge": [-0.532, 0.816, -0.223, 0.216, -0.482, -0.340, -0.191, 0.362, 0.373], "total_energy_ha": -375.3994, "homo_ev": -11.40, "lumo_ha": -0.020, "de_lowest_kcal_mol": 70.4, "gap_ha": 0.3994}